12
Properties=species:S:1:pos:R:3:forces:R:3 method="wB97M-V/def2-TZVPD" e_tot_ev=-7220.043
N 1.745722 0.416743 0.226558 0.156 -0.092 0.213
N -2.151571 0.060786 0.086546 -0.029 0.083 0.158
C 0.701863 0.831754 -0.578412 0.002 0.008 0.008
C 0.040963 -0.575780 -0.200355 -0.063 0.106 -0.117
C 1.329922 -0.815661 0.491358 0.143 0.055 0.000
C -0.959340 0.094312 0.672925 -0.261 -0.206 -0.101
H 2.511308 0.950543 0.620681 -0.010 -0.084 -0.124
H 1.951461 -1.672257 0.717271 -0.197 0.088 0.150
H -0.310702 -1.341238 -0.914276 0.104 0.500 -0.056
H -2.376857 -0.434598 -0.778569 0.198 0.138 0.092
H -2.908325 0.605038 0.473223 0.064 -0.205 0.073
H 0.300542 1.826099 -0.340892 -0.108 -0.390 -0.297

15
Properties=species:S:1:pos:R:3:forces:R:3 method="wB97M-V/def2-TZVPD" charge=+2 multiplicity=3 e_tot_ev=-9742.400
N 1.305855 -1.258296 0.019004 -0.172 -2.176 -0.426
N 3.287259 -0.085692 0.080321 1.473 1.457 0.160
N -0.247395 0.794448 0.433381 0.750 -0.284 -0.946
C -1.015796 -0.420260 0.523661 0.185 -0.209 -0.118
C 0.960700 1.015217 0.309803 0.915 0.379 -1.581
C -2.453829 -0.444104 -0.029358 1.776 1.864 -3.653
C 0.073934 -1.359461 0.210628 0.282 -1.800 -0.561
C 2.038110 -0.151994 -0.031110 -4.282 1.128 2.310
H 1.091094 2.052714 0.295379 1.380 2.110 0.193
H -2.634342 0.586750 0.185299 -1.314 0.695 0.113
H -2.553344 -0.524682 -1.177817 0.580 -0.123 1.845
H 3.789838 0.790897 0.111769 -0.137 0.680 -0.135
H -1.107813 -0.384704 1.577101 -0.503 -1.017 1.891
H -3.153514 -1.063923 0.416192 -0.795 -1.379 1.318
H 3.926906 -0.823585 0.332494 -0.138 -1.326 -0.412

15
Properties=species:S:1:pos:R:3:forces:R:3 method="wB97M-V/def2-TZVPD" e_tot_ev=-9298.772
O -2.079138 -1.211695 0.336095 -1.084 3.516 -0.238
N 0.531429 0.023603 -0.629813 0.852 1.629 0.178
N 1.624780 2.278154 -0.545367 -1.293 -5.398 -0.911
C -0.977578 -0.528410 0.814281 1.793 -2.017 1.173
C 1.749279 0.850558 -0.835623 -2.540 5.047 1.061
C 0.438827 -1.067169 0.397844 2.324 -2.168 -3.132
C -0.901918 0.500938 -0.158915 1.209 4.001 -4.842
H -0.880526 -0.274409 1.856637 -1.124 0.284 0.587
H -1.064970 1.552815 0.309137 0.434 -1.446 -1.461
H 0.541052 2.603029 -0.143725 3.850 -1.991 -1.428
H 1.545085 -1.145188 0.824306 -2.885 0.106 0.663
H -1.619103 0.194872 -1.169638 1.846 1.612 3.268
H 2.816823 0.358129 -1.436847 -3.624 1.638 2.335
H 0.295423 -2.078733 -0.170894 0.242 1.358 1.036
H -2.019464 -2.056496 0.552522 0.001 -6.170 1.710

16
Properties=species:S:1:pos:R:3:forces:R:3 method="wB97M-V/def2-TZVPD" e_tot_ev=-10800.763
N -2.000224 0.799776 2.030688 -0.858 -1.941 1.112
N 1.154043 1.379181 0.549451 1.441 2.193 0.038
N 1.798555 -0.340244 -0.831189 -1.435 0.734 0.048
C 1.582572 -1.413589 -1.693270 2.373 -0.090 -0.186
C 0.466846 -1.783183 -2.321633 0.039 -0.373 0.475
C -0.432041 -0.290092 0.311229 -2.463 -0.718 1.925
C 0.063903 1.723930 1.266863 1.183 -0.775 -0.603
C 0.865898 0.112076 -0.085523 0.452 1.502 -0.178
C -0.914041 0.717979 1.211543 3.015 -0.287 -2.968
H -1.824589 1.568643 2.691941 -0.629 -1.108 0.105
H 0.046614 2.569460 1.936404 0.224 0.455 -0.186
H -0.423774 -1.262468 -1.961244 -0.078 -0.333 -0.610
H 1.877058 2.062356 0.158347 -1.434 -1.444 0.962
H 0.448259 -2.639525 -3.031145 -0.040 0.931 0.635
H 2.635496 -1.726835 -1.867734 -1.170 -0.906 -0.615
H -2.054840 -0.191318 2.421710 -0.622 2.159 0.049